The following is a DFT calculation (ωB97M-V/def2-TZVPD) of a cluster of 2 separate species, C4H12NS in total in a non-equilibrium geometry.

Cartesian coordinates (Å):
C1 -2.01779 1.75384 1.08552
H1 0.19053 0.93891 -0.19494
C2 1.77544 -1.39368 -0.24126
H2 -2.12670 2.57883 -0.92661
H3 -0.39442 -1.73752 0.11740
N1 -0.70088 0.98608 -0.78220
H4 -1.96174 0.77399 1.55129
H5 -2.47431 2.61481 1.56160
H6 0.59968 -3.20304 0.05475
H7 0.55271 -2.03074 1.44034
C3 0.59166 -2.16201 0.34850
H8 2.85899 0.69176 -0.47072
C4 -1.75319 1.85548 -0.21689
H9 1.56021 -1.12264 -1.26806
S1 2.07591 0.25081 0.55036
H10 -1.03461 0.01550 -0.76514
H11 2.66559 -2.00731 -0.10908
H12 -0.40708 1.19695 -1.73486

The net charge is +1. Its LUMO energy is -3.4738 eV. As for the HOMO-LUMO gap: 0.373 hartree. Its energy above the lowest of the compared OMol25 structures with the same formula, charge and spin is 1.7227 eV. For the total energy, the calculation gives -612.2414 hartree. The multiplicity is 1.

***

The following is a DFT calculation (ωB97M-V/def2-TZVPD) of an isolated molecule of C4H8N2O.

Cartesian coordinates (Å):
C1 -0.10448 0.54318 1.34875
H1 -0.09104 -1.59347 1.53617
N1 0.70104 -0.07001 -1.19536
H2 -2.27470 0.64558 1.21013
C2 -1.39272 1.16227 0.81772
H3 -1.45345 2.21889 1.10000
H4 -1.40550 1.10040 -0.27387
N2 0.10011 -0.83040 0.90462
C3 1.23469 -0.34900 -2.31077
H5 0.75426 1.14251 1.03651
H6 1.51810 -1.36921 -2.58457
C4 0.48534 -1.21215 -0.33645
H7 -0.10700 0.52445 2.44354
O1 0.62425 -2.37345 -0.67659
H8 1.41110 0.46040 -3.01983

The net charge is 0. Its LUMO energy is 0.5513 eV. As for the structure (SMILES): C=NC(=O)NCC. As for the HOMO-LUMO gap: 0.376 hartree. Its energy above the lowest of the compared OMol25 structures with the same formula, charge and spin is 1.1015 eV. For the total energy, the calculation gives -341.9632 hartree. The multiplicity is 1.

***

The following is a DFT calculation (ωB97M-V/def2-TZVPD) of a structure of composition C40H58N8PbS in a non-equilibrium geometry.

Cartesian coordinates (Å):
H1 -4.72201 -1.40825 3.90976
C1 -3.27036 -2.54525 1.82779
H2 1.72039 -1.04685 -6.11347
H3 1.26410 -2.64960 -4.80678
H4 2.31281 -0.05252 -1.34291
C2 -2.88293 -0.33559 -0.97759
C3 -0.10742 0.17367 -3.42870
C4 0.58622 1.94274 -4.86181
H5 1.80441 -3.47051 -2.63334
C5 -1.05233 2.54989 -3.04044
H6 -3.87956 3.72614 -0.84754
H7 0.31010 -5.68211 0.88003
H8 -2.49142 -4.34872 2.67166
H9 -1.15858 -2.71320 -2.96277
H10 1.63424 0.97342 5.64768
H11 -4.24004 2.72269 2.83666
Pb1 0.34817 0.65030 0.62801
H12 4.84901 2.34536 -2.28019
H13 -4.88440 3.24455 0.49945
C6 1.24681 -0.01474 5.93484
H14 6.93987 0.44640 1.24005
C7 -0.09385 -2.51514 -0.01914
H15 5.06535 0.56720 3.17358
H16 1.79387 1.48065 -6.54554
H17 -0.88108 4.41174 -1.93332
C8 2.68691 0.87724 -1.71877
H18 5.15800 2.92438 -0.70419
C9 -0.28380 3.65514 -2.40095
H19 0.45209 3.37570 -1.63893
H20 -2.59279 0.10742 -3.14069
H21 -2.98075 2.59471 -4.16209
N1 3.75516 1.36697 -0.84494
N2 1.82264 -1.82311 2.87329
C10 3.78570 1.16251 0.50135
C11 0.66706 -2.20152 -3.96170
C12 2.76796 -1.71340 4.88400
H22 4.00625 1.99965 2.92402
C13 -4.63638 -3.08955 1.27811
H23 0.43668 4.09769 -3.08496
C14 -2.66870 -3.36684 3.01292
H24 -1.79010 4.44126 0.69158
H25 -5.45239 -2.87265 2.06381
H26 -0.34916 -4.05670 -3.87510
H27 0.19118 0.07437 5.98868
H28 3.16264 0.86562 -2.74853
C15 1.61786 -2.43318 -2.75944
H29 2.57923 -1.84030 -2.99232
H30 -1.25606 -2.90740 -4.77618
S1 -0.39794 -0.06702 3.14838
H31 3.67769 3.41910 -1.47769
H32 1.74777 -0.39024 6.74176
H33 -0.61193 -1.80265 -0.74668
C16 4.98446 1.55498 2.68091
C17 1.31897 1.11550 -5.63944
C18 -4.24599 -0.65034 3.21980
C19 -0.61554 -3.00212 -3.88510
C20 -4.63128 0.67208 3.45072
C21 4.37733 2.57987 -1.37191
H34 -3.97756 -0.49426 -1.08616
C22 -2.99008 0.03758 1.33486
H35 1.79639 1.55640 -1.86738
N3 4.97372 1.35653 1.19316
C23 -0.20108 -3.87350 -0.10808
N4 2.73049 0.65037 1.04534
C24 1.31120 -0.28291 -5.39704
H36 -1.75097 3.57894 -4.92182
C25 -3.25777 1.39831 1.61525
N5 0.63129 -1.88267 0.88153
C26 6.29043 1.00472 0.54585
H37 -1.85817 -2.96960 3.63819
C27 1.22036 -2.58742 1.81593
H38 -5.22376 0.98838 4.31438
C28 1.05386 -0.95035 3.59318
C29 -0.20190 1.51541 -3.74676
N6 1.69279 -0.81717 4.74731
H39 1.64519 -4.44891 2.76341
H40 -0.94448 -4.32250 -0.72764
C30 1.15493 -3.97202 1.87298
H41 0.51678 2.96951 -5.11336
H42 3.34147 -1.83556 5.74527
C31 -4.05630 1.67721 2.65691
C32 -2.84367 2.55508 0.69907
H43 -2.51813 -2.53914 1.05266
C33 -2.10188 3.21029 -3.95560
H44 -4.54620 2.06350 -0.66112
H45 5.83334 2.05371 3.02404
H46 -1.58278 3.60649 2.18396
C34 0.62393 -0.69416 -4.25117
C35 -2.30428 3.84859 1.44927
N7 -2.27872 -0.19183 0.10177
H47 -2.02048 2.17246 0.07678
N8 -0.82098 -0.22683 -2.24528
H48 2.91471 0.32659 1.99837
H49 -2.49161 4.10798 -3.47671
C36 -4.06335 2.90846 -0.16472
C37 2.81815 -2.31741 3.66012
C38 0.48268 -4.62370 0.88250
H50 1.07809 -2.04991 -1.92353
H51 6.86234 1.98105 0.22730
H52 -4.60800 -4.13716 0.96511
H53 -1.66015 2.11624 -2.31319
C39 -2.08675 -0.18646 -2.24429
H54 3.40286 -3.08302 3.27798
H55 -4.88935 -2.62226 0.39284
H56 6.11485 0.42425 -0.37946
H57 -3.13558 4.40443 1.88960
H58 -3.53873 -3.49677 3.82208
C40 -3.43131 -1.02638 2.13065

The net charge is +2. Its LUMO energy is -5.2942 eV. As for the HOMO-LUMO gap: 0.288 hartree. Its energy above the lowest of the compared OMol25 structures with the same formula, charge and spin is 1.9105 eV. For the total energy, the calculation gives -2587.5471 hartree. The multiplicity is 1.

***

The following is a DFT calculation (ωB97M-V/def2-TZVPD) of an isolated molecule of C3H4F2O2 in a non-equilibrium geometry.

Cartesian coordinates (Å):
F1 0.83197 1.67994 -0.48592
H1 0.37612 -0.49945 1.78661
H2 -2.35024 0.09908 -0.26467
O1 -1.87218 -0.81258 -0.20899
O2 1.77101 -0.76873 0.13520
C1 -0.03729 0.81886 -0.01238
H3 -0.09716 -1.09275 -1.45337
H4 2.45527 0.11656 -0.16342
F2 -1.15217 1.35776 0.55183
C2 -0.44729 -0.43690 -0.49675
C3 0.52194 -0.46179 0.61186

The net charge is 0. Its LUMO energy is 0.5403 eV. As for the structure (SMILES): O[C@@H]1[C@@H](O)C1(F)F. As for the HOMO-LUMO gap: 0.388 hartree. Its energy above the lowest of the compared OMol25 structures with the same formula, charge and spin is 3.2513 eV. For the total energy, the calculation gives -466.7839 hartree. The multiplicity is 1.

***

> Look up the net charge of the first one.

+1

***

Please write out number 4 again, unchanged.
The following is a DFT calculation (ωB97M-V/def2-TZVPD) of an isolated molecule of C3H4F2O2 in a non-equilibrium geometry.

Cartesian coordinates (Å):
F1 0.83197 1.67994 -0.48592
H1 0.37612 -0.49945 1.78661
H2 -2.35024 0.09908 -0.26467
O1 -1.87218 -0.81258 -0.20899
O2 1.77101 -0.76873 0.13520
C1 -0.03729 0.81886 -0.01238
H3 -0.09716 -1.09275 -1.45337
H4 2.45527 0.11656 -0.16342
F2 -1.15217 1.35776 0.55183
C2 -0.44729 -0.43690 -0.49675
C3 0.52194 -0.46179 0.61186

The net charge is 0. Its LUMO energy is 0.5403 eV. As for the structure (SMILES): O[C@@H]1[C@@H](O)C1(F)F. As for the HOMO-LUMO gap: 0.388 hartree. Its energy above the lowest of the compared OMol25 structures with the same formula, charge and spin is 3.2513 eV. For the total energy, the calculation gives -466.7839 hartree. The multiplicity is 1.